ORCA calculation (ωB97M-V with the def2-TZVPD basis set) on a molecular structure, C3H7N3.

Geometry as XYZ:
```
13
Properties=species:S:1:pos:R:3:forces:R:3:mulliken_charge:R:1
N 0.79913 1.13556 1.21896 -1.2 2.1 -1.0 -0.6164
C -1.19121 -0.25527 0.89469 -0.7 1.0 -0.6 -0.9913
H -1.67252 0.30055 1.69693 -0.1 0.0 -0.1 0.3262
N 0.94764 -1.29616 -1.06556 0.4 0.9 -0.3 -0.3778
C 0.59785 -0.00121 -0.90808 -2.2 -1.0 2.1 0.4688
H -0.31189 1.57630 -0.77817 1.3 -0.5 -3.8 0.2727
C -0.00904 0.55926 0.37851 2.8 -4.4 1.5 0.2060
H 0.88081 2.14333 1.08583 0.8 -0.3 0.9 0.2334
H 1.09214 -1.82910 -0.22336 0.4 -0.1 -0.4 0.2231
H -1.88944 -0.47774 0.08971 -0.1 -0.1 0.1 0.3331
N 0.27563 0.89198 -1.74397 -1.7 2.8 1.5 -0.5984
H 1.31352 -1.55567 -1.96742 0.1 -0.5 0.2 0.2401
H -0.83261 -1.19183 1.32192 0.3 0.1 -0.2 0.2807
```
Positions in Å, forces in eV/Å.

The value obtained for the energy above the lowest of the compared OMol25 structures with the same formula, charge and spin is 4.518 eV. The value obtained for the gap between HOMO and LUMO is 0.274 Ha. For the strongest force on any atom, the calculation gives 5.41 eV/A. The total energy comes out at -282.60823 Ha. Its LUMO energy is -0.4 eV.

***

ORCA calculation (ωB97M-V with the def2-TZVPD basis set) on a molecular structure, C8H9ClN2.

Geometry as XYZ:
```
20
Properties=species:S:1:pos:R:3:forces:R:3:mulliken_charge:R:1
C -1.21177 0.76851 0.55585 0.4 0.3 0.5 0.8490
N 0.66958 -2.41572 2.00653 -0.1 -0.2 0.4 -0.5335
H -3.12189 1.57999 0.03592 -0.1 0.0 -0.1 0.3620
Cl 2.07466 2.02308 0.20558 0.1 0.2 0.0 -0.1708
H 0.18060 -1.17461 -1.90577 -0.1 -0.1 -0.1 0.3788
H 1.56789 0.53967 1.96883 -0.1 -0.1 -0.1 0.4568
H -2.49031 2.12122 1.60802 0.1 0.0 0.0 0.3406
C 1.08920 0.83588 1.03958 0.7 -2.8 -1.6 -0.1030
C 0.05689 -0.73912 -0.92023 -0.6 0.1 0.0 -0.6553
C -1.08567 -0.11348 -0.58854 0.6 -0.5 -0.7 -0.4455
N -0.20117 1.23530 1.18372 -1.0 0.7 0.5 -0.4886
H 2.62925 -2.01774 -1.07690 0.1 0.0 0.0 0.4382
H -1.90352 -0.08829 -1.29491 0.0 0.0 -0.1 0.3358
C 2.55901 -1.04931 -0.57917 -0.1 -0.1 -0.1 -1.8242
C 1.18190 -0.87750 0.01489 0.3 3.1 1.1 1.0122
H -3.11406 0.47516 1.40724 -0.1 0.0 0.0 0.2947
C 0.89887 -1.73858 1.10893 -0.1 -0.4 0.2 0.2090
H 2.76413 -0.26693 -1.30674 0.0 0.0 0.0 0.4349
C -2.56490 1.28176 0.92169 0.0 0.0 0.0 -1.2751
H 3.31771 -1.00410 0.19856 0.1 0.0 0.0 0.3842
```
Positions in Å, forces in eV/Å.

The value obtained for the energy above the lowest of the compared OMol25 structures with the same formula, charge and spin is 0.020 eV. The value obtained for the gap between HOMO and LUMO is 0.318 Ha. For the strongest force on any atom, the calculation gives 3.30 eV/A. The total energy comes out at -879.87635 Ha. Its LUMO energy is -0.3 eV.

***

ORCA calculation (ωB97M-V with the def2-TZVPD basis set) on a molecular structure, C20H17ClI2N3O3Rh.

Geometry as XYZ:
```
47
Properties=species:S:1:pos:R:3:forces:R:3:mulliken_charge:R:1
C -0.99765 0.12864 -3.32853 0.4 0.4 0.8 -0.3922
C -2.10264 0.50329 2.06558 -0.1 0.3 -0.1 0.1342
C -2.98744 1.01030 3.05472 0.1 -0.6 0.2 0.7162
H -1.52784 3.17993 0.24050 0.1 -0.1 -0.1 0.4703
C 4.13150 0.12364 0.94310 -0.4 0.1 0.1 -1.6653
C 0.60691 -1.02028 -4.67554 -0.5 0.3 0.4 0.4190
H -0.22758 -2.51794 -1.17752 0.0 0.3 0.3 0.3499
H 2.66684 -0.56886 -4.31448 0.1 0.0 0.0 0.4578
C 1.64885 -0.36946 -4.01960 -0.1 -0.1 -0.1 -0.7193
O 0.67329 -2.30083 -1.45909 0.5 0.3 0.1 -0.5148
O -0.85332 -1.27451 1.19463 -0.1 -1.0 0.1 -0.6978
C -3.36375 2.35271 2.96345 0.8 0.9 -1.3 -0.5109
N 1.07369 -1.19390 -0.70050 0.8 -0.5 0.3 0.8532
C -2.21173 -1.71191 3.07997 1.1 0.2 -1.5 -0.6820
H 2.69929 -3.24294 -0.70818 0.0 0.0 0.0 0.4567
H 4.24638 1.14420 1.30213 0.0 0.0 0.0 0.4224
Cl 0.95659 -2.14058 -5.93157 0.1 -0.3 -0.3 -0.2330
H -3.09517 4.16807 1.83785 0.0 0.0 0.0 0.4009
C -3.41323 0.10560 4.05732 -0.3 -0.6 0.5 -0.2369
C 0.03597 0.78821 -2.62214 0.0 -0.1 -1.4 0.8263
C 3.24457 -2.33188 -0.48198 -0.2 -0.1 0.0 -1.7121
I -1.61512 -3.71714 2.98968 -0.1 0.3 0.1 0.0369
Rh -0.23562 0.17505 -0.07350 1.0 1.4 0.7 0.1067
O 1.89133 1.78533 1.60591 0.0 -1.3 -0.2 -0.7148
C -3.04214 -1.23699 4.06072 -0.7 1.4 0.4 -0.3101
H -1.24963 2.18795 -1.66606 -0.1 -0.2 0.3 0.5586
C -0.71887 -0.76226 -4.33635 0.6 -0.5 -0.4 -0.7751
C -2.83120 3.12444 1.92015 -1.2 -0.3 1.8 -1.0229
C 1.36981 0.52580 -3.01736 -0.5 0.1 0.1 -0.5704
H 3.86851 -2.09357 -1.34212 0.1 0.0 -0.1 0.3150
I -4.65371 0.74957 5.63445 0.1 0.0 -0.2 0.0443
H 4.43179 -0.55509 1.74147 0.1 0.0 0.0 0.3463
H 4.77864 -0.03863 0.08268 0.1 0.0 0.0 0.3559
H -3.41292 -1.89301 4.83001 0.0 -0.1 0.1 0.3789
H -4.02992 2.79529 3.68445 -0.1 0.0 0.1 0.2361
N 1.74234 0.70906 0.98802 -2.0 1.3 -1.8 0.6523
H 2.17353 1.04494 -2.51375 0.1 0.0 0.1 0.4280
H 0.52061 2.40671 -1.30170 -0.1 0.2 -0.3 0.3216
H 3.88785 -2.49208 0.37796 0.1 0.0 0.0 0.4144
N -1.59385 1.26295 1.04477 -0.8 1.8 0.6 -0.0966
C 2.29113 -1.21766 -0.21075 -1.5 -0.6 -1.1 0.5242
C -1.96208 2.57134 1.01845 1.2 -2.0 -0.9 -0.1550
H -2.02453 0.33533 -3.06083 -0.1 0.1 0.0 0.3868
H -1.51525 -1.26109 -4.86614 0.0 -0.1 -0.1 0.4260
C -1.68888 -0.84981 2.08179 -0.1 -1.4 0.7 0.8121
C -0.27734 1.71207 -1.56473 1.3 -0.4 1.2 -1.3703
C 2.69198 -0.09997 0.57268 0.4 0.6 0.8 0.5282
```
Positions in Å, forces in eV/Å.

The value obtained for the gap between HOMO and LUMO (spin up / spin down) is 0.216 / 0.218 Ha. For the strongest force on any atom, the calculation gives 3.00 eV/A. The total energy comes out at -2328.32130 Ha. Its LUMO energy (spin up / spin down) is -1.6 / -1.5 eV.

***

ORCA calculation (ωB97M-V with the def2-TZVPD basis set) on a molecular structure, C6H11N5.

Geometry as XYZ:
```
22
Properties=species:S:1:pos:R:3:forces:R:3:mulliken_charge:R:1
H -1.85291 -0.80589 -2.08756 -3.3 1.6 -0.8 0.4535
H -0.27088 -0.97540 -2.82655 0.0 0.2 0.5 0.3698
N -2.08040 0.98247 0.55597 0.7 -2.0 -0.4 -0.1752
N -0.33616 -0.18932 -0.80020 -1.9 -2.4 1.5 0.5525
C 2.43042 -0.19290 1.38358 2.4 0.7 1.5 -1.0830
N -1.40510 1.74481 -0.12369 -1.4 0.1 0.8 -0.0208
C -0.27863 1.22981 -0.84473 1.5 3.1 1.2 -0.0284
C 1.46861 0.21642 0.41908 -2.3 -0.7 0.0 0.7745
C 1.01566 1.55761 0.02182 -2.9 -0.6 1.1 -1.1018
H -0.37263 1.72530 -1.79903 0.6 -0.4 -0.8 0.5203
C -0.88171 -0.99676 -1.91272 3.1 -0.7 0.0 -0.8554
C -1.77983 -0.32404 0.50258 1.8 5.7 -3.0 0.4882
N 0.80191 -0.72633 -0.18306 -0.4 -0.3 -0.2 -0.6955
H -2.63174 -1.23498 1.97126 -0.5 -0.3 0.4 0.3532
H -0.92719 -1.97597 -1.51511 0.6 -1.3 0.1 0.3901
H 2.27571 0.13679 2.46165 -0.4 -0.1 -1.3 0.3544
H 1.71578 1.93016 -0.58028 3.0 1.7 -2.7 0.4832
H 2.53699 -1.28223 1.38777 0.3 0.3 -0.1 0.3474
H 3.36838 0.37481 1.12158 -0.3 -0.9 0.3 0.3367
N -2.13352 -1.34680 1.09743 0.4 -3.3 1.5 -0.2005
H -1.53621 -2.18469 0.97457 -0.7 0.2 0.1 0.3250
H 0.87342 2.33713 0.77567 -0.2 -0.4 0.2 0.4116
```
Positions in Å, forces in eV/Å.

As for the multiplicity: 3. The value obtained for the energy above the lowest of the compared OMol25 structures with the same formula, charge and spin is 2.399 eV. The value obtained for the gap between HOMO and LUMO (spin up / spin down) is 0.304 / 0.240 Ha. For the strongest force on any atom, the calculation gives 6.67 eV/A. The total energy comes out at -508.09482 Ha. The total charge is +2. Its LUMO energy (spin up / spin down) is -9.6 / -12.6 eV.

***

ORCA calculation (ωB97M-V with the def2-TZVPD basis set) on 2 unconnected molecules or ions with the total composition C3H6I2O.

Geometry as XYZ:
```
12
Properties=species:S:1:pos:R:3:forces:R:3:mulliken_charge:R:1
I -2.42838 -0.90295 -0.07588 0.9 -0.4 0.5 0.0959
H -0.04858 -2.28099 -0.16859 -0.7 0.7 0.8 0.4538
C 0.27057 0.99618 0.54340 2.0 1.2 2.4 -1.0216
H -0.18898 -1.55976 1.49364 -0.6 -0.4 0.7 0.5102
O 0.22732 -0.83423 -2.09070 2.3 -1.7 3.6 -0.6176
H -0.73475 1.01215 0.89205 -0.6 0.4 0.4 0.3043
C -0.34487 -1.38924 0.44293 0.1 -1.5 -1.4 -1.0987
H 1.04187 1.40886 1.32406 -1.5 -1.2 -0.8 0.3058
I 2.59634 -0.90741 0.11138 0.0 0.0 -0.1 0.2373
H 0.44514 1.74607 -0.14669 0.0 1.4 -2.0 0.3736
C 0.60700 -0.33364 0.10973 -0.2 -1.2 -3.0 0.2149
H -0.21906 -0.07495 -2.32504 -1.7 2.7 -1.0 0.2420
```
Positions in Å, forces in eV/Å.

The value obtained for the energy above the lowest of the compared OMol25 structures with the same formula, charge and spin is 3.677 eV. The value obtained for the gap between HOMO and LUMO (spin up / spin down) is 0.303 / 0.302 Ha. For the strongest force on any atom, the calculation gives 4.56 eV/A. The total energy comes out at -788.39334 Ha. Its LUMO energy (spin up / spin down) is -1.0 / -1.0 eV.